Density functional theory data (ωB97M-V/def2-TZVPD) for C33H57N3O5SiTl as an isolated structure in a non-equilibrium geometry.

The value obtained for the orbital gap (spin up / spin down) is 4.848 / 4.093 eV. As for the charge: +1. As for the HOMO energy (spin up / spin down): -0.3794 / -0.3792 Ha.

The geometry in XYZ format:
```
100
C33H57N3O5SiTl (ωB97M-V/def2-TZVPD)
O 0.87 -2.08 -2.27
O -1.42 -2.17 -5.09
C 2.17 -2.42 -3.01
C 3.09 -3.28 -2.17
H 2.61 -1.44 -3.24
H 1.84 -2.93 -3.92
H 3.38 -2.79 -1.23
H 4.00 -3.41 -2.77
H 2.68 -4.27 -1.97
C -0.26 -3.14 -2.17
C -0.08 -4.20 -3.21
H -1.19 -2.56 -2.29
H -0.21 -3.54 -1.14
H -0.22 -3.76 -4.21
H -0.85 -4.97 -3.09
H 0.90 -4.68 -3.14
C -2.75 -1.84 -4.64
C -0.81 -1.28 -6.04
C -3.59 -3.10 -4.64
H -3.20 -1.09 -5.33
H -2.69 -1.42 -3.62
H -3.74 -3.48 -5.66
H -4.58 -2.88 -4.25
H -3.17 -3.90 -4.03
C -0.88 -1.86 -7.44
H 0.24 -1.15 -5.72
H -1.30 -0.29 -6.02
H -0.42 -2.85 -7.51
H -0.37 -1.20 -8.13
H -1.92 -1.94 -7.76
H 0.62 -0.97 -2.50
N 1.66 1.15 1.41
C 1.60 2.45 1.55
C 0.48 3.24 1.22
C -0.84 2.79 0.97
C 2.80 3.22 2.05
H 3.57 3.32 1.28
H 3.26 2.75 2.93
H 2.47 4.22 2.33
C -1.83 3.87 0.59
H -2.54 4.06 1.41
H -2.42 3.58 -0.29
H -1.30 4.80 0.37
N -1.21 1.54 1.10
C 2.80 0.35 1.51
C 3.56 0.03 0.34
C 3.22 0.70 -0.96
C 4.62 -0.86 0.41
H 5.20 -1.03 -0.50
C 4.94 -1.46 1.63
H 5.77 -2.17 1.67
C 4.21 -1.16 2.79
H 4.48 -1.59 3.75
C 3.16 -0.25 2.76
C 2.42 0.08 4.01
C -2.49 1.06 1.35
C -3.35 0.63 0.29
C -2.90 0.82 -1.13
C -4.58 0.07 0.58
H -5.20 -0.27 -0.25
C -5.02 -0.02 1.90
H -5.99 -0.48 2.12
C -4.22 0.45 2.93
H -4.58 0.43 3.97
C -2.96 0.98 2.68
C -2.18 1.52 3.82
Tl 0.36 -1.50 0.59
H 3.38 0.02 -1.81
H 3.86 1.60 -1.12
H 2.17 1.03 -0.96
H 2.00 1.08 3.95
H 3.12 0.04 4.85
H 1.61 -0.63 4.19
H -3.20 -0.05 -1.73
H -1.82 0.96 -1.19
H -3.36 1.70 -1.62
H -1.10 1.44 3.65
H -2.45 0.96 4.72
H -2.45 2.57 3.99
H 0.63 4.31 1.20
C 0.14 0.41 -2.63
Si 0.36 1.94 -3.77
H 0.31 0.65 -1.51
H -0.93 0.13 -2.70
C 1.59 2.07 -5.20
C 0.89 3.27 -2.51
C -1.30 2.47 -4.58
H -1.83 1.60 -4.98
H -1.13 3.18 -5.41
H -1.96 2.95 -3.84
H 2.60 1.78 -4.88
H 1.65 3.10 -5.61
H 1.30 1.39 -6.02
H 1.71 2.88 -1.90
H 0.06 3.50 -1.82
H 1.23 4.20 -2.99
O -1.67 -1.80 2.34
N -0.89 -1.93 3.37
O -1.34 -1.91 4.54
O 0.38 -2.12 3.16
```

***

Density functional theory data (ωB97M-V/def2-TZVPD) for a 2-piece molecular cluster, C15H27N4O8 overall in a non-equilibrium geometry.

The value obtained for the orbital gap is 9.533 eV. As for the charge: +1. The value obtained for the energy above the lowest of the compared OMol25 structures with the same formula, charge and spin is 6.3 kcal/mol. As for the HOMO energy: -0.4374 Ha.

The geometry in XYZ format:
```
54
C15H27N4O8 (ωB97M-V/def2-TZVPD)
O 4.21 3.28 -2.63
O -3.86 1.30 0.90
O 3.47 -0.98 -0.85
O -1.56 0.35 2.25
O -5.75 -2.64 -2.75
O -6.41 0.11 1.38
O -7.56 -1.72 -0.67
O -3.93 -1.76 -0.61
C 5.01 2.61 -2.00
C -3.94 0.17 1.38
C 4.48 -0.65 -0.24
C 1.62 1.45 1.16
C 2.71 1.95 0.51
C 0.89 2.79 -0.46
N 0.49 1.97 0.55
N 5.21 -1.51 0.49
N 4.64 1.40 -1.57
N 2.24 2.79 -0.50
C 6.34 3.19 -1.57
C -2.80 -0.41 2.25
C 4.93 -2.94 0.63
C -5.99 -3.35 -1.53
C -5.21 -0.67 1.16
C -6.30 -2.35 -0.40
C -5.22 -1.25 -0.26
C 4.17 1.62 0.82
C 4.93 0.82 -0.26
H -1.01 0.06 3.01
H -6.56 -2.15 -2.98
H -6.29 1.01 1.00
H -7.79 -1.12 0.06
H -3.98 -2.12 -1.52
H 1.63 0.74 1.98
H 0.23 3.31 -1.14
H -0.48 1.74 0.79
H 6.03 -1.15 0.96
H 3.86 0.99 -2.07
H 2.81 3.25 -1.21
H 7.15 2.51 -1.83
H 6.49 4.14 -2.09
H 6.35 3.38 -0.50
H -2.59 -1.43 1.90
H -3.18 -0.48 3.27
H 4.52 -3.15 1.62
H 4.21 -3.27 -0.13
H 5.85 -3.51 0.50
H -5.12 -3.96 -1.27
H -6.84 -4.03 -1.65
H -5.20 -1.50 1.88
H -6.37 -2.92 0.54
H -5.45 -0.44 -0.97
H 4.21 1.08 1.77
H 4.68 2.57 0.98
H 6.00 0.85 -0.06
```

***

Density functional theory data (ωB97M-V/def2-TZVPD) for C9H4BF10N2O8S2Tc as an isolated structure.

The expectation value of S² is 0.7548. The value obtained for the orbital gap (spin up / spin down) is 8.682 / 8.021 eV. The multiplicity is 2. As for the charge: +1. The value obtained for the energy above the lowest of the compared OMol25 structures with the same formula, charge and spin is 12.7 kcal/mol. As for the HOMO energy (spin up / spin down): -0.5405 / -0.5424 Ha.

The geometry in XYZ format:
```
37
C9H4BF10N2O8S2Tc (ωB97M-V/def2-TZVPD)
Tc -0.93 0.37 -0.70
F 0.27 0.13 2.85
C 0.97 -0.98 2.68
F 2.22 -0.70 2.42
F 0.85 -1.77 3.72
S 0.25 -1.86 1.20
O 0.41 -0.72 0.15
O 1.05 -2.97 0.87
N -1.23 -2.17 1.46
S -2.45 -1.19 1.65
O -2.67 -0.69 2.95
O -2.44 -0.17 0.55
C -3.84 -2.30 1.14
F -3.62 -2.72 -0.10
F -3.89 -3.32 1.97
F -4.95 -1.59 1.19
F -1.63 2.25 2.80
B -0.98 3.28 2.28
F -1.08 2.06 -0.05
F -1.62 4.35 1.89
F 0.33 3.19 2.14
O -1.19 -0.92 -4.31
C -0.86 -0.41 -3.30
O -1.74 -0.29 -2.19
C 0.47 0.09 -2.84
C 1.55 -0.78 -2.75
C 2.68 -0.38 -2.06
C 2.70 0.87 -1.47
C 1.68 1.78 -1.59
C 0.53 1.40 -2.29
N 3.90 1.26 -0.67
O 3.87 2.34 -0.14
O 4.79 0.45 -0.61
H 1.48 -1.77 -3.18
H 3.54 -1.03 -1.95
H 1.77 2.77 -1.15
H -0.21 2.15 -2.57
```

***

Density functional theory data (ωB97M-V/def2-TZVPD) for a 2-piece molecular cluster, C2H3IN2O overall in a non-equilibrium geometry.

The value obtained for the orbital gap (spin up / spin down) is 8.092 / 8.909 eV. As for the charge: 0. The value obtained for the energy above the lowest of the compared OMol25 structures with the same formula, charge and spin is 114.6 kcal/mol. As for the HOMO energy (spin up / spin down): -0.3316 / -0.3702 Ha.

The geometry in XYZ format:
```
9
C2H3IN2O (ωB97M-V/def2-TZVPD)
C -1.69 -0.08 -0.12
C -0.96 -1.43 0.00
N -0.71 1.67 -0.18
N 0.33 -1.32 0.30
O -1.53 -2.46 -0.28
I -3.76 0.24 0.05
H -1.47 2.36 -0.24
H 0.49 -0.39 0.59
H 0.92 -2.09 0.44
```

***

Density functional theory data (ωB97M-V/def2-TZVPD) for a 6-piece molecular cluster, C38H58B2F7IN6O11PS overall.

The value obtained for the orbital gap is 7.059 eV. As for the charge: -1. As for the HOMO energy: -0.1893 Ha.

The geometry in XYZ format:
```
125
C38H58B2F7IN6O11PS (ωB97M-V/def2-TZVPD)
C 5.25 0.00 -0.06
C 4.77 1.30 0.61
N 3.35 1.60 0.45
B 2.47 1.52 1.66
C 2.83 2.78 2.66
O 3.28 3.98 2.02
C 2.24 4.71 1.41
C 2.74 5.37 0.14
O 2.71 4.49 -0.97
C 3.94 4.33 -1.61
C 3.80 3.31 -2.73
O 1.04 1.37 1.25
C 0.39 0.49 2.14
C -0.95 -0.04 1.57
O -1.24 0.55 0.33
C -2.61 0.75 0.08
C -2.76 1.15 -1.39
O -3.69 0.33 -2.10
C -5.03 0.62 -1.75
C -5.78 1.45 -2.81
C 0.07 1.21 3.47
B -0.75 2.55 3.37
O -0.89 3.32 2.25
O -1.40 2.99 4.55
C 1.55 -0.57 2.27
P 2.14 -1.34 0.64
O 2.93 -2.58 1.36
I 0.26 -2.46 -0.60
S 1.61 -1.70 3.80
O 0.77 -1.17 4.84
O 2.97 -2.01 4.12
C 0.77 -3.38 3.48
F 0.25 -3.71 4.69
F -0.26 -3.21 2.63
C 1.59 -4.63 3.00
F 1.43 -4.78 1.67
F 2.89 -4.59 3.30
C 1.06 -5.95 3.64
F 1.38 -6.03 4.93
F -0.26 -6.09 3.52
F 1.63 -6.97 3.02
O 2.65 0.22 2.54
H 4.55 -0.38 -0.81
H 5.37 -0.78 0.71
H 6.26 0.14 -0.48
H 5.03 1.27 1.68
H 5.36 2.12 0.18
H 2.96 1.10 -0.34
H 3.67 2.46 3.30
H 2.02 3.05 3.36
H 1.93 5.53 2.10
H 1.36 4.09 1.21
H 3.78 5.69 0.34
H 2.16 6.28 -0.09
H 4.30 5.29 -2.03
H 4.71 3.98 -0.90
H 4.75 3.29 -3.29
H 3.63 2.31 -2.34
H 3.02 3.60 -3.44
H -0.92 -1.13 1.47
H -1.76 0.17 2.29
H -3.19 -0.17 0.24
H -3.01 1.54 0.74
H -3.13 2.19 -1.44
H -1.79 1.14 -1.91
H -5.56 -0.33 -1.60
H -5.08 1.14 -0.78
H -6.11 2.42 -2.42
H -6.66 0.92 -3.18
H -5.13 1.64 -3.67
H -0.53 0.55 4.11
H 0.98 1.39 4.06
H -1.75 3.77 2.26
H -2.15 2.43 4.77
H 3.41 -3.08 0.69
N -2.37 4.79 -3.87
C -2.34 3.61 -4.55
C -3.47 3.53 -5.31
C -4.22 4.71 -5.08
C -3.52 5.47 -4.18
H -1.67 5.11 -3.22
H -1.51 2.92 -4.44
H -3.73 2.71 -5.96
H -5.17 4.97 -5.52
H -3.74 6.43 -3.75
N -5.94 1.74 -8.15
C -5.31 2.91 -8.45
C -6.22 3.74 -9.05
C -7.45 3.03 -9.12
C -7.25 1.80 -8.55
H -5.51 0.95 -7.70
H -4.27 3.06 -8.20
H -6.03 4.73 -9.40
H -8.38 3.38 -9.53
H -7.91 0.97 -8.40
N 8.11 -1.25 -2.96
C 9.05 -1.14 -1.98
C 10.15 -0.53 -2.52
C 9.85 -0.26 -3.88
C 8.59 -0.72 -4.12
H 7.20 -1.66 -2.84
H 8.86 -1.50 -0.98
H 11.06 -0.30 -1.99
H 10.50 0.22 -4.60
H 7.99 -0.70 -5.02
N -3.75 -3.15 1.44
C -4.85 -3.06 0.63
C -5.71 -4.07 0.97
C -5.11 -4.80 2.03
C -3.90 -4.21 2.30
H -2.96 -2.54 1.40
H -4.92 -2.28 -0.11
H -6.67 -4.26 0.51
H -5.52 -5.66 2.54
H -3.14 -4.45 3.02
N -0.62 -6.93 6.92
C -1.93 -7.03 7.29
C -2.05 -8.07 8.17
C -0.75 -8.63 8.33
C 0.11 -7.90 7.54
H -0.25 -6.25 6.28
H -2.67 -6.34 6.91
H -2.96 -8.40 8.64
H -0.47 -9.47 8.95
H 1.17 -7.99 7.38
```

***

Density functional theory data (ωB97M-V/def2-TZVPD) for one molecule with the formula C4H9NO.

The value obtained for the orbital gap is 10.223 eV. As for the charge: 0. The value obtained for the energy above the lowest of the compared OMol25 structures with the same formula, charge and spin is 18.4 kcal/mol. The structure (SMILES) is CCN(C)C=O. As for the HOMO energy: -0.3437 Ha.

The geometry in XYZ format:
```
15
C4H9NO (ωB97M-V/def2-TZVPD)
C 1.90 0.42 0.01
C 0.62 0.02 -0.73
N -0.56 -0.07 0.12
C -1.52 -1.11 -0.19
C -0.88 0.93 0.99
O -0.23 1.94 1.18
H 2.77 -0.05 -0.45
H 1.86 0.10 1.05
H 2.04 1.50 0.01
H 0.75 -0.97 -1.17
H 0.43 0.71 -1.56
H -1.07 -2.10 -0.09
H -1.91 -1.00 -1.21
H -2.37 -1.05 0.50
H -1.82 0.72 1.54
```

***

Density functional theory data (ωB97M-V/def2-TZVPD) for a 2-piece molecular cluster, H4N3O4S overall in a non-equilibrium geometry.

The value obtained for the orbital gap is 9.576 eV. As for the charge: -1. The value obtained for the energy above the lowest of the compared OMol25 structures with the same formula, charge and spin is 1.7 kcal/mol. As for the HOMO energy: -0.2088 Ha.

The geometry in XYZ format:
```
12
H4N3O4S (ωB97M-V/def2-TZVPD)
N -0.35 -0.23 0.18
N -2.51 -0.45 0.17
N -1.46 -0.31 -0.51
O 2.10 -1.21 0.71
O 4.19 -0.37 -0.17
O 2.50 1.09 0.72
O 2.12 -0.04 -1.48
S 2.74 -0.25 -0.18
H 0.57 -0.37 -0.16
H -0.44 -0.16 1.20
H -3.32 -0.59 -0.34
H 2.89 0.56 1.46
```

***

Density functional theory data (ωB97M-V/def2-TZVPD) for C22H49NO3P2Zr as an isolated structure in a non-equilibrium geometry.

The value obtained for the orbital gap (spin up / spin down) is 5.257 / 5.265 eV. As for the charge: +4. As for the HOMO energy (spin up / spin down): -0.8129 / -0.8128 Ha.

The geometry in XYZ format:
```
78
C22H49NO3P2Zr (ωB97M-V/def2-TZVPD)
Zr 0.24 0.08 -0.29
C 0.86 -1.75 -1.13
O 1.23 -2.73 -1.61
C -0.55 1.62 0.89
O -1.01 2.43 1.55
P -1.91 -0.06 -1.69
C -3.36 -0.79 -0.81
H -4.18 -0.69 -1.52
C -2.48 1.55 -2.38
H -2.30 2.26 -1.56
C -1.65 -1.16 -3.15
H -1.38 -2.13 -2.70
C 3.82 -0.63 -0.05
P 2.49 0.15 0.98
H 3.40 -0.37 3.09
H 3.47 -1.67 -0.17
C 3.13 1.85 1.36
H 4.21 1.64 1.41
C -1.71 2.05 -3.61
H -2.19 1.73 -4.54
H -0.66 1.73 -3.64
H -1.71 3.15 -3.62
C -3.99 1.54 -2.69
H -4.20 2.30 -3.44
H -4.58 1.77 -1.80
H -4.31 0.57 -3.09
C -2.91 -1.35 -4.02
H -3.79 -1.64 -3.44
H -2.71 -2.16 -4.73
H -3.13 -0.46 -4.61
C -0.47 -0.71 -4.02
H 0.00 -1.59 -4.49
H 0.31 -0.19 -3.44
H -0.80 -0.04 -4.83
C -3.16 -2.29 -0.50
H -3.53 -2.92 -1.32
H -3.71 -2.55 0.41
H -2.09 -2.52 -0.33
C -3.72 0.00 0.44
H -2.96 -0.17 1.22
H -4.66 -0.37 0.85
H -3.80 1.07 0.27
C 5.20 -0.66 0.62
H 5.16 -0.73 1.72
H 5.79 0.23 0.35
H 5.75 -1.53 0.26
C 3.92 -0.01 -1.45
H 4.21 1.05 -1.40
C 1.32 -0.53 3.42
H 2.98 -0.10 -2.01
H 4.69 -0.54 -2.02
C 2.75 -2.30 2.33
H 0.56 -1.33 3.25
H 1.54 -0.54 4.47
H 0.83 0.44 3.20
C 2.55 -0.79 2.56
H 2.37 -2.85 3.20
H 3.82 -2.54 2.22
H 2.21 -2.64 1.44
C 2.66 2.43 2.70
H 1.58 2.64 2.69
H 3.17 3.39 2.86
H 2.89 1.78 3.55
C 2.89 2.88 0.24
H 3.09 2.47 -0.76
H 3.57 3.72 0.40
H 1.86 3.27 0.26
H 0.20 -1.31 1.13
H -0.91 -1.37 0.39
C -1.96 1.01 3.71
C -1.58 -0.31 3.10
N -1.84 -1.57 3.52
O -0.97 0.02 2.03
H -2.39 0.69 4.55
H -2.63 1.48 3.02
H -1.05 1.56 3.87
H -1.52 -2.38 2.97
H -2.29 -1.58 4.34
```